Record 1
{
  "formula": "C54H72N12O18",
  "method": "ωB97M-V/def2-TZVPD",
  "homo_lumo_gap_ev": 7.2,
  "mol_weight_g_mol": 1177.236,
  "e_tot_ha": -4111.5883,
  "lumo_ev": -1.36,
  "e_above_lowest_kj_mol": 531.2,
  "homo_ev": -8.535,
  "smiles": "O=[N+]([O-])c1ccccc1.O=[N+]([O-])c1ccccc1.O=[N+]([O-])c1ccccc1.O=[N+]([O-])c1ccccc1.O=[N+]([O-])c1ccccc1.O=[N+]([O-])c1ccccc1.CN(C)C=O.CN(C)C=O.CN(C)C=O.CN(C)C=O.CN(C)C=O.CN(C)C=O",
  "species": ["O", "O", "O", "O", "O", "O", "O", "O", "O", "O", "O", "O", "O", "O", "O", "O", "O", "O", "N", "N", "N", "N", "N", "N", "N", "N", "N", "N", "N", "N", "C", "C", "C", "C", "C", "C", "C", "C", "C", "C", "C", "C", "C", "C", "C", "C", "C", "C", "C", "C", "C", "C", "C", "C", "C", "C", "C", "C", "C", "C", "C", "C", "C", "C", "C", "C", "C", "C", "C", "C", "C", "C", "C", "C", "C", "C", "C", "C", "C", "C", "C", "C", "C", "C", "H", "H", "H", "H", "H", "H", "H", "H", "H", "H", "H", "H", "H", "H", "H", "H", "H", "H", "H", "H", "H", "H", "H", "H", "H", "H", "H", "H", "H", "H", "H", "H", "H", "H", "H", "H", "H", "H", "H", "H", "H", "H", "H", "H", "H", "H", "H", "H", "H", "H", "H", "H", "H", "H", "H", "H", "H", "H", "H", "H", "H", "H", "H", "H", "H", "H", "H", "H", "H", "H", "H", "H"],
  "positions_angstrom": [[0.530, 5.409, -3.611], [-3.012, 2.021, 0.066], [-0.217, -4.145, -1.056], [-1.892, -5.076, -1.935], [-5.894, -0.683, -1.573], [-3.552, 2.368, 4.575], [5.530, 0.059, 5.728], [0.391, 1.358, -2.032], [-0.841, 5.175, 6.669], [3.013, -2.788, -0.916], [-6.054, -2.803, -2.000], [1.324, 4.634, 0.562], [2.404, -1.192, 5.778], [4.896, -2.113, -1.904], [-4.825, -4.105, -4.325], [4.507, 2.021, 5.642], [0.625, -0.617, 4.747], [-3.482, -5.738, -4.737], [4.245, -2.886, -1.228], [-0.663, -4.850, -1.867], [0.040, 0.297, 0.002], [-3.681, -4.538, -4.386], [1.540, -1.415, 4.892], [4.803, 0.935, 5.178], [-0.115, 3.966, 4.864], [-5.607, -1.860, -1.352], [2.232, 6.578, -0.061], [-3.139, 3.591, -1.557], [-0.866, 4.220, -4.971], [-4.576, 3.657, 3.025], [-1.530, 2.970, -5.271], [2.452, -5.923, -3.936], [1.588, -2.693, 4.122], [-4.664, -2.170, -0.180], [4.196, -4.992, 0.056], [4.934, -3.966, -0.506], [6.303, -4.038, -0.553], [-2.897, -2.724, 1.753], [-3.934, 4.132, -2.661], [1.465, -5.153, 2.877], [0.250, 1.418, -0.797], [0.077, 4.336, -4.022], [2.937, 7.140, -1.191], [-3.224, -3.773, 0.883], [1.827, -6.970, -4.680], [-4.195, -3.480, -0.060], [-4.447, 4.221, 1.674], [4.851, -6.074, 0.718], [-1.261, 5.427, -5.742], [4.270, 0.571, 3.846], [1.819, 5.288, -0.356], [-4.320, -1.150, 0.743], [-0.308, -3.020, -5.196], [1.589, -5.252, -3.000], [0.322, 2.649, 4.307], [-0.195, 0.479, 1.417], [-0.152, 5.081, 3.964], [2.102, -5.023, 4.120], [3.506, 1.486, 3.065], [3.048, 1.140, 1.792], [4.544, -0.699, 3.308], [-1.597, -1.497, -3.618], [3.336, -0.172, 1.387], [-0.090, -1.068, -0.427], [-2.190, 4.537, -1.003], [2.213, -3.799, 4.702], [0.945, -2.810, 2.920], [-0.465, -1.775, -4.432], [-0.431, 4.091, 6.187], [0.872, -4.029, 2.287], [-2.541, -3.643, -4.275], [-3.462, -1.451, 1.788], [0.488, -7.326, -4.507], [4.037, -1.072, 2.082], [-3.520, 2.910, 3.452], [-0.274, -6.587, -3.614], [2.500, 7.064, 1.321], [-5.894, 3.617, 3.628], [-2.597, -2.453, -3.540], [-3.400, 2.387, -1.040], [0.222, -5.548, -2.872], [-1.391, -3.839, -5.152], [6.969, -5.072, 0.086], [6.301, -6.080, 0.735], [4.243, -6.805, 1.229], [-1.337, -6.732, -3.496], [2.605, -3.696, 5.703], [-1.706, -0.535, -3.138], [-5.960, 3.227, 4.644], [5.140, -1.402, 3.871], [0.310, 2.318, -0.166], [1.986, 6.415, 2.030], [-2.089, -2.969, 2.426], [-0.992, 5.233, -6.780], [-2.517, 3.167, -5.690], [-3.401, 4.182, 1.369], [2.596, 6.847, -2.184], [2.062, 8.061, 1.372], [-0.362, 1.523, 1.682], [0.081, -8.170, -5.045], [2.635, -5.844, 4.576], [0.695, -0.002, 1.823], [-2.310, 5.670, -5.577], [-4.792, 3.539, -2.976], [1.932, -4.407, -2.422], [0.814, 5.474, 3.649], [0.008, -1.205, -1.504], [0.675, -1.752, -0.060], [0.351, -1.069, -4.477], [-0.883, 2.681, -6.099], [-0.945, -0.202, 1.822], [0.349, -2.000, 2.527], [0.256, -4.170, 1.411], [-2.659, 5.392, -0.516], [2.910, 8.212, -1.386], [6.832, -6.790, 1.352], [-3.469, -2.163, -2.972], [-4.690, -0.136, 0.779], [-1.523, 2.127, -4.581], [3.973, 6.815, -1.102], [-0.669, 5.906, 4.453], [0.600, -3.177, -5.759], [4.121, -2.063, 1.659], [0.468, 3.362, -3.688], [6.875, -3.280, -1.068], [3.551, 7.050, 1.610], [8.042, -5.198, 0.084], [2.401, 1.782, 1.213], [-6.414, 4.575, 3.647], [-0.617, 6.283, -5.537], [-0.314, 2.334, 3.479], [3.117, -4.984, 0.108], [-4.309, 5.127, -2.420], [0.315, 1.832, 5.027], [-2.593, -4.648, 0.935], [2.923, -0.428, 0.423], [-1.114, -1.401, -0.259], [-1.377, 4.119, -0.409], [1.390, -6.074, 2.318], [-1.438, -4.622, -5.895], [-5.059, 3.736, 0.914], [-6.584, 3.024, 3.027], [-4.531, -4.234, -0.755], [-2.661, 2.916, 2.763], [1.962, 4.786, -1.326], [-3.306, 4.145, -3.552], [2.315, -7.674, -5.338], [1.324, 2.788, 3.900], [3.366, 2.529, 3.309], [-0.331, 3.134, 6.722], [-0.526, 4.883, 2.959], [-1.641, 4.914, -1.866], [-3.205, -0.744, 2.562], [3.473, -5.664, -4.174], [-4.907, 5.210, 1.697], [-4.109, 1.825, -1.667]]
}

Record 2
{
  "formula": "H80O40",
  "method": "ωB97M-V/def2-TZVPD",
  "homo_lumo_gap_ev": [9.0, 2.1],
  "mol_weight_g_mol": 720.600,
  "e_tot_ha": -3057.0759,
  "multiplicity": 2,
  "lumo_ev": [-3.63, -10.57],
  "charge": 1,
  "e_above_lowest_kj_mol": 594.4,
  "homo_ev": [-12.635, -12.635],
  "s2": 0.758,
  "species": ["O", "O", "O", "O", "O", "O", "O", "O", "O", "O", "O", "O", "O", "O", "O", "O", "O", "O", "O", "O", "O", "O", "O", "O", "O", "O", "O", "O", "O", "O", "O", "O", "O", "O", "O", "O", "O", "O", "O", "O", "H", "H", "H", "H", "H", "H", "H", "H", "H", "H", "H", "H", "H", "H", "H", "H", "H", "H", "H", "H", "H", "H", "H", "H", "H", "H", "H", "H", "H", "H", "H", "H", "H", "H", "H", "H", "H", "H", "H", "H", "H", "H", "H", "H", "H", "H", "H", "H", "H", "H", "H", "H", "H", "H", "H", "H", "H", "H", "H", "H", "H", "H", "H", "H", "H", "H", "H", "H", "H", "H", "H", "H", "H", "H", "H", "H", "H", "H", "H", "H"],
  "positions_angstrom": [[-1.665, 0.408, -6.037], [0.968, 4.778, 2.015], [2.319, 1.104, 0.799], [-0.882, -2.165, 1.199], [2.986, -3.751, 0.221], [-2.852, -3.922, -4.252], [1.809, 5.037, -0.676], [-4.613, 2.090, -2.249], [4.720, 2.281, -1.340], [-1.099, 1.399, 6.269], [0.111, 2.315, 1.061], [0.080, -1.565, 5.165], [3.319, 1.997, -4.006], [-3.237, -1.917, -2.534], [0.785, 2.453, -4.784], [5.571, 2.158, 1.392], [1.864, 0.799, 4.614], [3.558, -2.772, 4.535], [0.632, 3.449, 4.850], [-2.122, -2.366, 4.134], [-4.980, -3.404, -0.399], [-2.380, 0.530, -1.448], [-2.419, 2.081, -4.340], [3.653, 4.113, 2.236], [-4.837, 1.609, 1.633], [-3.243, 5.255, -1.125], [0.118, -3.490, -3.280], [-3.457, -4.430, 1.387], [-0.061, -1.006, -4.445], [-3.205, 2.657, 4.029], [2.789, -2.615, -4.227], [-4.626, -1.016, -4.518], [1.264, -4.128, 5.072], [5.427, -3.880, -2.324], [2.320, -0.518, -1.838], [3.821, -0.311, 2.476], [-2.823, -0.005, 1.402], [0.217, 3.177, -1.615], [1.968, -5.706, 2.142], [-1.360, -2.781, -1.224], [-3.197, -1.274, -1.862], [2.498, 2.526, -3.960], [-2.210, -3.880, -3.598], [4.409, 3.530, 2.047], [0.245, 2.867, 0.253], [-5.164, -0.271, -4.218], [-2.087, 1.196, -4.216], [1.302, 5.118, 1.180], [-4.074, 5.570, -1.512], [-4.483, -2.848, 0.202], [3.449, -1.929, 5.036], [1.476, 0.898, 1.204], [2.514, 0.216, -2.450], [-1.417, -2.487, 4.791], [0.862, -0.824, -4.646], [-2.867, 2.148, 4.757], [-2.900, -0.964, 1.527], [3.928, 0.461, 3.044], [0.661, 4.057, -1.560], [1.883, -3.356, 5.249], [2.111, 1.478, -0.055], [-1.196, -3.412, -0.525], [0.761, -2.838, -3.586], [3.323, -3.272, -4.697], [-0.284, 3.118, 5.048], [0.349, 2.335, -3.944], [2.972, -0.141, 2.053], [0.399, -3.723, 4.842], [-4.295, -4.575, 0.885], [-0.722, 3.401, -1.706], [2.760, -4.309, -0.495], [-1.699, 0.044, -1.863], [-2.551, -3.225, 4.042], [-2.064, 0.704, -0.547], [0.703, 3.132, 3.943], [-3.806, -0.696, -4.108], [4.505, -4.166, -2.219], [2.579, 4.549, -0.314], [5.002, 1.418, 1.316], [-3.959, 1.809, -1.617], [1.949, 1.646, 5.099], [2.432, 0.034, -1.042], [3.787, 4.194, 3.199], [-2.992, 1.998, 3.344], [-2.723, -4.287, 0.787], [-5.378, 1.568, -1.937], [1.513, -6.242, 2.797], [1.772, 4.832, 2.558], [-3.638, 0.080, 0.894], [-3.542, -3.280, -4.418], [-0.415, -3.589, -4.085], [-2.496, -2.471, -2.144], [-0.862, -2.913, -2.073], [5.381, 2.879, 0.786], [2.316, 5.761, -1.056], [-3.648, 4.505, -0.635], [5.327, -3.178, -1.626], [-0.516, -1.017, 5.761], [-0.173, 1.308, 5.961], [3.662, -3.859, 0.886], [1.299, 1.082, 3.876], [-0.779, -0.730, -5.062], [3.839, -2.286, 3.746], [-5.366, 1.991, 2.336], [0.555, -1.029, 4.523], [-2.530, 0.000, -5.901], [0.151, 3.100, 1.621], [-1.391, 0.650, 5.714], [3.200, -2.667, -3.350], [-1.615, 1.356, -6.178], [1.335, -4.972, 1.999], [-0.872, -1.978, 2.144], [3.077, 1.357, -4.681], [4.089, 2.286, -2.079], [-0.832, -1.335, 0.717], [-3.129, 2.161, -3.670], [-3.957, 1.952, 1.818], [-4.601, -3.189, -1.278], [5.511, 1.833, -1.660], [0.106, 2.124, -5.381]]
}